(1)
Density functional theory data (ωB97M-V/def2-TZVPD) for a molecular structure, C36H33IrN4O3Te in a non-equilibrium geometry.

Geometry as ORCA input:
```
! RIJCOSX wB97M-V def2-TZVPD def2/J DEFGRID3
* xyz 2 5
Ir 2.2972 0.8126 -0.4037
O 5.0290 -2.1639 -3.8517
C 3.8925 -2.1992 -4.4296
C 3.7444 -3.0482 -5.5802
C 2.5521 -3.0921 -6.2258
C 1.4604 -2.3274 -5.7479
C 1.5853 -1.5141 -4.5921
C 2.7729 -1.4291 -3.9418
C 2.9077 -0.6065 -2.7202
O 1.8415 -0.1697 -2.1627
N 4.1386 -0.4089 -2.2862
N 4.0967 0.3267 -1.1249
C 5.1201 0.7723 -0.5051
C 4.8197 1.4609 0.7571
C 5.7801 2.0335 1.5583
C 5.4105 2.5564 2.7929
C 4.0896 2.4822 3.1887
C 3.1555 1.9350 2.3199
N 3.5044 1.4448 1.1331
H 5.0053 -1.4590 -3.1079
H 4.6036 -3.6211 -5.9052
H 2.4375 -3.7091 -7.1070
H 0.5138 -2.3676 -6.2710
H 0.7438 -0.9489 -4.2133
H 6.1343 0.6149 -0.8535
H 6.8080 2.0712 1.2210
H 6.1513 3.0096 3.4379
H 3.7689 2.8487 4.1541
H 2.1063 1.8799 2.5713
C -5.9914 -2.4469 4.5702
C -4.7849 -1.8743 3.8744
C -3.7282 -2.6841 3.4821
C -2.5789 -2.1668 2.8931
C -1.4586 -3.1091 2.5215
C -2.5333 -0.7924 2.6520
Te -0.7680 0.0149 1.6634
N 0.5421 1.4101 0.2022
C 0.5376 2.6930 -0.3144
O 1.6306 3.0176 -0.8468
C -0.5950 3.6300 -0.2962
C -1.8853 3.2340 0.0543
C -2.9256 4.1466 0.0264
C -2.6829 5.4579 -0.3596
C -1.4031 5.8555 -0.7291
C -0.3604 4.9471 -0.6983
C -1.1943 -1.0419 -0.1070
C -2.4402 -0.7716 -0.6730
C -2.7976 -1.3536 -1.8783
C -1.9063 -2.2091 -2.5094
C -0.6768 -2.4878 -1.9297
C -0.2928 -1.9170 -0.7171
C 1.0327 -2.2963 -0.1053
C -3.5599 0.0617 3.0639
C -3.5420 1.5588 2.8565
C -4.6866 -0.5078 3.6483
H -5.8762 -3.5109 4.7666
H -6.8866 -2.3050 3.9615
H -6.1680 -1.9354 5.5165
H -3.7823 -3.7536 3.6600
H -1.4792 -3.9931 3.1560
H -0.4817 -2.6373 2.6320
H -1.5733 -3.4423 1.4862
H -2.0766 2.2054 0.3171
H -3.9278 3.8395 0.2978
H -3.4978 6.1707 -0.3814
H -1.2203 6.8760 -1.0395
H 0.6422 5.2401 -0.9773
H -3.1372 -0.1132 -0.1674
H -3.7610 -1.1356 -2.3199
H -2.1761 -2.6723 -3.4509
H 0.0051 -3.1745 -2.4210
H 1.6988 -2.7131 -0.8612
H 0.9048 -3.0504 0.6718
H 1.5259 -1.4352 0.3542
H -2.5394 1.9383 2.6608
H -3.9270 2.0724 3.7368
H -4.1808 1.8368 2.0133
H -5.5078 0.1403 3.9398
*
```

The frontier orbital gap (spin up / spin down) is 5.9 / 2.0 eV.

Löwdin population analysis, charges in e, atoms 1 to 8:
1 Ir 1.45
2 O 0.09
3 C -0.27
4 C 0.01
5 C -0.07
6 C -0.06
7 C -0.05
8 C -0.10


(2)
Density functional theory data (ωB97M-V/def2-TZVPD) for a molecular structure, C36H33IrN4O3Te in a non-equilibrium geometry.

Geometry as ORCA input:
```
! RIJCOSX wB97M-V def2-TZVPD def2/J DEFGRID3
* xyz 2 5
Ir -0.6703 -1.1493 0.0948
O 3.2585 -1.5090 -2.7104
C 3.1457 -0.2735 -3.1575
C 3.9690 0.1413 -4.2217
C 3.8708 1.4170 -4.7248
C 2.9630 2.3312 -4.1818
C 2.1583 1.9548 -3.1260
C 2.2213 0.6550 -2.6105
C 1.3359 0.2718 -1.5237
O 1.2528 -0.9246 -1.0789
N 0.5975 1.2502 -0.9960
N -0.1209 0.8805 0.0217
C -0.6554 1.6846 0.8817
C -1.3201 1.0998 2.0147
C -2.0895 1.8383 2.9165
C -2.6444 1.1863 4.0028
C -2.3920 -0.1685 4.1849
C -1.6332 -0.8414 3.2362
N -1.1249 -0.2255 2.1830
H 2.6440 -1.6660 -1.9599
H 4.6830 -0.5611 -4.6178
H 4.5045 1.7272 -5.5415
H 2.8954 3.3336 -4.5790
H 1.4617 2.6500 -2.6827
H -0.5499 2.7568 0.7776
H -2.2428 2.8947 2.7502
H -3.2621 1.7294 4.7001
H -2.7676 -0.6879 5.0530
H -1.4233 -1.8987 3.3357
C -5.0459 4.1658 -7.2831
C -4.5285 3.3545 -6.1549
C -3.2189 2.8739 -6.1333
C -2.7349 2.1346 -5.0708
C -1.3243 1.6347 -5.0597
C -3.5860 1.8782 -3.9808
Te -2.6429 0.9629 -2.2283
N -2.5062 -0.4644 -0.3191
C -3.1202 -1.4505 0.3027
O -2.3271 -2.4111 0.6108
C -4.4934 -1.3597 0.7706
C -5.1950 -0.1559 0.6379
C -6.4547 -0.0300 1.1830
C -7.0189 -1.0971 1.8724
C -6.3201 -2.2877 2.0168
C -5.0598 -2.4284 1.4697
C -2.4485 -0.9879 -3.0456
C -1.1709 -1.5105 -3.1853
C -0.9996 -2.8300 -3.5738
C -2.1105 -3.6266 -3.8014
C -3.3784 -3.0926 -3.6696
C -3.5756 -1.7703 -3.2816
C -4.9563 -1.2259 -3.1297
C -4.8979 2.3540 -3.9741
C -5.8203 2.1217 -2.8217
C -5.3562 3.0748 -5.0653
H -4.2700 4.3963 -8.0071
H -5.4806 5.0940 -6.9105
H -5.8527 3.6326 -7.7887
H -2.5563 3.0950 -6.9572
H -0.7461 2.0810 -5.8647
H -1.3058 0.5494 -5.1804
H -0.8442 1.8766 -4.1040
H -4.7147 0.6775 0.1379
H -6.9942 0.8998 1.0957
H -8.0064 -1.0058 2.2941
H -6.7523 -3.1042 2.5699
H -4.5036 -3.3472 1.5765
H -0.3098 -0.8681 -3.0731
H -0.0062 -3.2281 -3.7060
H -1.9892 -4.6614 -4.0810
H -4.2434 -3.7100 -3.8530
H -5.6955 -2.0037 -3.3030
H -5.1232 -0.4258 -3.8542
H -5.1069 -0.8284 -2.1232
H -5.3054 1.5571 -2.0382
H -6.7019 1.5645 -3.1373
H -6.1520 3.0728 -2.4078
H -6.3741 3.4349 -5.0630
*
```

The frontier orbital gap (spin up / spin down) is 6.7 / 3.8 eV.

Löwdin population analysis, charges in e, atoms 1 to 8:
1 Ir 1.47
2 O 0.22
3 C -0.18
4 C 0.06
5 C 0.01
6 C 0.02
7 C 0.02
8 C -0.03


The evaluated DFT total energy for the records listed, in turn: -2208.0419; -2208.0168 hartree.
The evaluated energy relative to the best compared isomer or geometry (same formula, charge and spin) for the records listed, in turn: 28.95; 44.70 kcal/mol.